Entry 1:
Density functional theory data (ωB97M-V/def2-TZVPD) for 2 unconnected molecules or ions with the total composition CH3FINS at a distorted geometry.

- strongest force on any atom (eV/Å) = 4.38
- charge = 0
- ΔE to the lowest compared entry with this formula, charge and spin (eV) = 1.011
- SMILES string = C=NSF.I
- calculated total energy (Eh) = -890.31409
- frontier orbital gap (hartree) = 0.347
- multiplicity = 1

The geometry in XYZ format:
```
8
Properties=species:S:1:pos:R:3:lowdin_charge:R:1
C -1.04947 -1.04134 -0.09275 -0.0676
N -1.45918 0.11506 0.29500 -0.4955
S -1.72571 1.61591 0.16018 0.9697
F -0.95527 2.57889 -1.08630 -0.5295
H -1.16559 -1.72313 0.61663 0.0212
H -0.37201 -1.25247 -0.89747 0.0620
I 2.89119 -0.19667 -0.05564 0.5165
H 3.83604 -0.09625 1.06035 -0.4768
```

---

Entry 2:
Density functional theory data (ωB97M-V/def2-TZVPD) for 2 unconnected molecules or ions with the total composition CH3FN2 at a distorted geometry.

- strongest force on any atom (eV/Å) = 4.91
- charge = 0
- ΔE to the lowest compared entry with this formula, charge and spin (eV) = 0.357
- SMILES string = N#CN.F
- calculated total energy (Eh) = -249.25359
- frontier orbital gap (hartree) = 0.386
- multiplicity = 1

The geometry in XYZ format:
```
7
Properties=species:S:1:pos:R:3:lowdin_charge:R:1
N -1.70583 -1.28569 0.05526 0.1035
C -1.22688 -0.22810 -0.02687 -0.4102
N -0.49532 0.87280 0.06415 0.1009
H 0.41840 0.72323 -0.16631 0.0269
H -1.10620 1.71312 0.17481 0.1381
F 2.15229 -0.52233 -0.32562 -0.0799
H 1.96354 -1.27303 0.22458 0.1207
```

---

Entry 3:
Density functional theory data (ωB97M-V/def2-TZVPD) for a single CH3FN2O2 molecule at a distorted geometry.

- strongest force on any atom (eV/Å) = 3.23
- charge = 0
- ΔE to the lowest compared entry with this formula, charge and spin (eV) = 2.732
- SMILES string = CN(F)[N+](=O)[O-]
- calculated total energy (Eh) = -399.55682
- frontier orbital gap (hartree) = 0.417
- multiplicity = 1

The geometry in XYZ format:
```
9
Properties=species:S:1:pos:R:3:lowdin_charge:R:1
C -0.02970 0.06223 0.02373 0.0538
N 0.24709 1.44853 0.72648 -0.0575
F -0.54102 2.44652 0.19467 0.0111
N 1.54855 1.84281 0.93088 -0.4472
O 2.31875 0.92878 1.07099 0.0833
O 1.75031 3.01608 1.03705 0.1137
H 0.24027 -0.69360 0.75043 0.0792
H -1.08507 0.05744 -0.20548 0.0796
H 0.58904 -0.00042 -0.86798 0.0840
```

---

Entry 4:
Density functional theory data (ωB97M-V/def2-TZVPD) for a single CH3FN2O2 molecule at a distorted geometry.

- strongest force on any atom (eV/Å) = 3.86
- charge = 0
- ΔE to the lowest compared entry with this formula, charge and spin (eV) = 3.475
- SMILES string = CN(F)[N+](=O)[O-]
- calculated total energy (Eh) = -399.52950
- frontier orbital gap (hartree) = 0.402
- multiplicity = 1

The geometry in XYZ format:
```
9
Properties=species:S:1:pos:R:3:lowdin_charge:R:1
C 1.14019 0.38848 -0.24801 0.0272
N -0.33739 -0.13002 -0.34537 -0.1247
F -0.98494 0.72215 -1.14244 0.0113
N -1.12378 -0.70749 0.66633 -0.4072
O -0.48421 -1.24192 1.55984 0.0696
O -2.30825 -0.58243 0.50710 0.1070
H 1.63259 -0.46944 0.18853 0.0607
H 1.29327 0.56257 -1.45066 0.1366
H 1.17252 1.45809 0.26470 0.1193
```

---

Entry 5:
Density functional theory data (ωB97M-V/def2-TZVPD) for a molecular structure, CH3FNaO2.

- strongest force on any atom (eV/Å) = 0.81
- charge = -1
- ΔE to the lowest compared entry with this formula, charge and spin (eV) = 1.266
- calculated total energy (Eh) = -452.47536
- frontier orbital gap (hartree) = 0.223
- multiplicity = 1

The geometry in XYZ format:
```
8
Properties=species:S:1:pos:R:3:lowdin_charge:R:1
O 0.62171 -0.77790 0.37106 -0.4687
C 1.67032 -0.09772 -0.19907 -0.4304
Na -1.61703 -0.66209 0.17145 0.5745
H 2.43348 0.23138 0.54489 0.0354
H 2.22999 -0.69819 -0.95436 0.0321
H 1.35726 0.83297 -0.73089 0.0389
O -2.90950 0.97720 0.86097 -0.3965
F -3.78624 0.19435 -0.06405 -0.3853
```

---

Entry 6:
Density functional theory data (ωB97M-V/def2-TZVPD) for a molecular structure, CH3FP2 at a distorted geometry.

- strongest force on any atom (eV/Å) = 3.69
- charge = 0
- ΔE to the lowest compared entry with this formula, charge and spin (eV) = 2.532
- calculated total energy (Eh) = -822.33175
- frontier orbital gap (hartree) = 0.284
- multiplicity = 1

The geometry in XYZ format:
```
7
Properties=species:S:1:pos:R:3:lowdin_charge:R:1
C -0.84086 0.70166 0.38068 -0.8681
F -4.18741 -0.67257 0.21089 -0.6009
P -2.58317 0.62148 -0.03514 0.9670
P 0.44772 -0.52925 0.53956 0.6718
H -0.39724 1.69106 0.01700 0.0128
H 1.45828 0.14457 1.27024 -0.1204
H 0.17182 -1.61129 1.57696 -0.0622
```

---

Entry 7:
Density functional theory data (ωB97M-V/def2-TZVPD) for 2 unconnected molecules or ions with the total composition CH3FS2 at a distorted geometry.

- strongest force on any atom (eV/Å) = 2.98
- charge = 0
- ΔE to the lowest compared entry with this formula, charge and spin (eV) = 2.896
- calculated total energy (Eh) = -936.00874
- frontier orbital gap (spin up / spin down) (hartree) = 0.222 / 0.325
- multiplicity = 1

The geometry in XYZ format:
```
7
Properties=species:S:1:pos:R:3:lowdin_charge:R:1
C -0.97813 0.47293 1.14353 -0.5849
F -2.12480 0.28648 0.50909 -0.0375
S 0.48178 0.48993 0.31567 0.7289
S 2.23852 -0.78525 -1.60843 0.2491
H -0.98325 0.08606 2.21619 0.0902
H 0.07959 1.04555 -0.90322 -0.0504
H 1.28629 -1.59570 -1.67282 -0.3953
```

---

Entry 8:
Density functional theory data (ωB97M-V/def2-TZVPD) for a single CH3I2N molecule at a distorted geometry.

- strongest force on any atom (eV/Å) = 2.33
- charge = 0
- ΔE to the lowest compared entry with this formula, charge and spin (eV) = 3.734
- calculated total energy (Eh) = -689.86291
- frontier orbital gap (spin up / spin down) (hartree) = 0.258 / 0.302
- multiplicity = 1

The geometry in XYZ format:
```
7
Properties=species:S:1:pos:R:3:lowdin_charge:R:1
C 0.06683 -1.05428 0.71446 -0.6631
N 1.42336 1.53875 -0.28165 -0.5640
I 1.65699 -1.99291 -0.04294 0.7354
I 3.20376 0.81687 0.04721 0.6753
H -0.86197 -0.98196 0.16985 -0.0446
H -0.09712 -0.82538 1.81244 0.0041
H 1.32955 1.46893 -1.25179 -0.1431
```

---

Entry 9:
Density functional theory data (ωB97M-V/def2-TZVPD) for a single CH3I2O2P molecule.

- strongest force on any atom (eV/Å) = 0.99
- charge = 0
- ΔE to the lowest compared entry with this formula, charge and spin (eV) = 0.758
- SMILES string = OCOP(I)I
- calculated total energy (Eh) = -1127.16550
- frontier orbital gap (hartree) = 0.318
- multiplicity = 1

The geometry in XYZ format:
```
9
Properties=species:S:1:pos:R:3:lowdin_charge:R:1
O -0.36028 0.71882 1.09522 -0.0048
C 0.45846 0.14916 0.14318 -0.3824
O 1.74583 0.75616 0.05783 -0.5892
P 3.04665 0.13299 0.81674 -0.0030
I 4.67844 1.77972 0.16682 0.3506
I 3.54932 -1.86121 -0.52716 0.2859
H -0.62841 1.59879 0.79523 0.1061
H 0.55412 -0.91020 0.40028 0.0996
H 0.06427 0.23781 -0.87928 0.1371
```

---

Entry 10:
Density functional theory data (ωB97M-V/def2-TZVPD) for 3 unconnected molecules or ions with the total composition CH3I2O2P at a distorted geometry.

- strongest force on any atom (eV/Å) = 1.58
- charge = 0
- ΔE to the lowest compared entry with this formula, charge and spin (eV) = 2.456
- SMILES string = O=PI.C=O.I
- calculated total energy (Eh) = -1127.10311
- frontier orbital gap (hartree) = 0.300
- multiplicity = 1

The geometry in XYZ format:
```
9
Properties=species:S:1:pos:R:3:lowdin_charge:R:1
O -0.05632 -0.17332 1.78482 -0.5766
P 0.71362 1.07030 1.84082 0.4122
I 0.60641 2.54821 -0.18676 0.2344
C -2.01580 -0.83304 -0.83813 -0.1762
O -1.40856 -0.02717 -1.47191 -0.0621
H -3.02160 -0.65948 -0.32793 0.0935
H -1.61830 -1.84943 -0.61183 0.0815
I 3.51984 -0.44629 -0.75404 0.4175
H 3.28070 0.37022 0.56497 -0.4243
```

---

Entry 11:
Density functional theory data (ωB97M-V/def2-TZVPD) for a molecular structure, CH3I4NO2V at a distorted geometry.

- strongest force on any atom (eV/Å) = 1.19
- charge = -1
- calculated total energy (Eh) = -2380.06502
- frontier orbital gap (spin up / spin down) (hartree) = 0.261 / 0.294
- multiplicity = 3

The geometry in XYZ format:
```
12
Properties=species:S:1:pos:R:3:lowdin_spin:R:1
V -2.25494 -0.26787 -0.40073 2.1654
I -0.61449 -2.00516 -1.80654 -0.0387
I -2.20989 -0.22385 2.26977 -0.0366
I -4.68934 -1.55513 -0.93353 -0.0537
I -2.62542 2.17068 -1.49461 -0.0428
C 2.18541 -0.21062 0.19840 0.0004
N 1.22833 0.86347 0.53589 -0.0002
O 0.12297 0.74437 0.08565 0.0048
O 1.64048 1.78608 1.21080 0.0009
H 2.73443 -0.44101 1.10423 0.0000
H 2.85596 0.18505 -0.56067 0.0000
H 1.62649 -1.04602 -0.20866 0.0005
```

---

Entry 12:
Density functional theory data (ωB97M-V/def2-TZVPD) for a single CH3INOP molecule at a distorted geometry.

- strongest force on any atom (eV/Å) = 3.03
- charge = 0
- ΔE to the lowest compared entry with this formula, charge and spin (eV) = 0.448
- SMILES string = O=C(I)NP
- calculated total energy (Eh) = -808.92971
- frontier orbital gap (hartree) = 0.376
- multiplicity = 1

The geometry in XYZ format:
```
8
Properties=species:S:1:pos:R:3:lowdin_charge:R:1
O -0.56539 1.54925 0.46558 -0.0238
C -0.87699 0.43146 0.19986 -1.0169
I -2.91537 -0.25483 0.14093 0.7692
N -0.00347 -0.68058 0.05059 -0.3751
P 1.68824 -0.38192 -0.24168 0.8331
H -0.39732 -1.63087 -0.24142 0.0746
H 1.81328 0.49415 0.76760 -0.1251
H 1.25702 0.47335 -1.14147 -0.1361
```

---

Entry 13:
Density functional theory data (ωB97M-V/def2-TZVPD) for a single CH3INOP molecule at a distorted geometry.

- strongest force on any atom (eV/Å) = 3.05
- charge = 0
- ΔE to the lowest compared entry with this formula, charge and spin (eV) = 1.278
- calculated total energy (Eh) = -808.77415
- frontier orbital gap (spin up / spin down) (hartree) = 0.281 / 0.300
- multiplicity = 3

The geometry in XYZ format:
```
8
Properties=species:S:1:pos:R:3:lowdin_spin:R:1
C 1.50770 -0.54581 2.20286 1.2662
N -0.04187 1.41136 0.20746 0.0017
O 1.33243 -0.92010 0.98612 0.3793
P 0.18614 -0.09719 0.01091 0.0350
I 3.02982 -1.64590 3.14762 0.3111
H -0.77599 1.75461 0.80208 0.0009
H -0.75432 -1.12137 0.07706 0.0043
H 0.91097 -0.35780 -1.13268 0.0014
```

---

Entry 14:
Density functional theory data (ωB97M-V/def2-TZVPD) for 2 unconnected molecules or ions with the total composition CH3IO3P at a distorted geometry.

- strongest force on any atom (eV/Å) = 3.91
- charge = -1
- ΔE to the lowest compared entry with this formula, charge and spin (eV) = 3.364
- calculated total energy (Eh) = -904.72714
- frontier orbital gap (hartree) = 0.248
- multiplicity = 1

The geometry in XYZ format:
```
9
Properties=species:S:1:pos:R:3:lowdin_charge:R:1
C -1.16665 -0.30609 -1.03401 -0.4453
O 0.91302 0.69236 2.73177 -0.4193
O 1.38984 1.57790 0.37513 -0.4304
O -1.03845 -0.72075 0.20646 -0.3905
P 1.08386 0.49128 1.27018 0.1378
I 2.52248 -1.37411 0.55833 0.3580
H -0.51186 0.75797 -1.09742 0.0902
H -2.22563 0.05365 -1.24569 0.0410
H -0.96662 -1.17221 -1.76474 0.0585
```

---

Entry 15:
Density functional theory data (ωB97M-V/def2-TZVPD) for a single CH3IOP2 molecule at a distorted geometry.

- strongest force on any atom (eV/Å) = 2.95
- charge = 0
- ΔE to the lowest compared entry with this formula, charge and spin (eV) = 1.960
- SMILES string = O[P@]1(I)=PC1
- calculated total energy (Eh) = -1095.47224
- frontier orbital gap (spin up / spin down) (hartree) = 0.222 / 0.222
- multiplicity = 1

The geometry in XYZ format:
```
8
Properties=species:S:1:pos:R:3:lowdin_charge:R:1
O -0.78274 -1.33460 -0.81727 -0.4019
P -0.24413 0.38513 -0.65299 0.1355
I 1.90681 0.79828 -1.85015 0.3751
P -1.22157 1.34503 0.96982 0.5381
C 0.31176 0.27655 1.18243 -0.7283
H -1.59824 -1.36678 -1.38244 0.0484
H 1.37916 0.71493 1.28876 0.0260
H 0.24895 -0.81855 1.26184 0.0070
```

---

Entry 16:
Density functional theory data (ωB97M-V/def2-TZVPD) for 2 unconnected molecules or ions with the total composition CH3IOS at a distorted geometry.

- strongest force on any atom (eV/Å) = 1.17
- charge = 0
- ΔE to the lowest compared entry with this formula, charge and spin (eV) = 2.301
- calculated total energy (Eh) = -810.90242
- frontier orbital gap (hartree) = 0.283
- multiplicity = 1

The geometry in XYZ format:
```
7
Properties=species:S:1:pos:R:3:lowdin_charge:R:1
C 0.02882 -0.66040 -0.95299 -0.1602
O -1.10295 -1.06787 -0.98782 -0.0108
S 2.10652 2.19439 -2.89888 -0.3748
I 2.53134 2.79968 -0.70483 0.6473
H 0.30405 0.40973 -0.88947 0.0187
H 1.83999 4.15776 -0.12086 -0.2163
H 0.91841 -1.37861 -1.03868 0.0961
```

---

Entry 17:
Density functional theory data (ωB97M-V/def2-TZVPD) for a molecular structure, CH3IOS2 at a distorted geometry.

- strongest force on any atom (eV/Å) = 3.27
- charge = 0
- ΔE to the lowest compared entry with this formula, charge and spin (eV) = 1.501
- calculated total energy (Eh) = -1209.13793
- frontier orbital gap (hartree) = 0.270
- multiplicity = 1

The geometry in XYZ format:
```
8
Properties=species:S:1:pos:R:3:lowdin_charge:R:1
C -0.42789 1.18404 0.50793 -0.5723
O 1.26699 -0.41297 -1.25638 -0.6483
S -1.24232 -0.36189 0.82263 0.4933
S 0.21274 -1.40626 -1.13707 0.2700
I 1.06441 -3.41467 -0.09630 0.4114
H 0.24036 0.82965 -0.22183 -0.0895
H 0.13386 1.74921 1.36165 0.0822
H -1.24816 1.83290 0.01936 0.0532
```

---

Entry 18:
Density functional theory data (ωB97M-V/def2-TZVPD) for a single CH3IOS2 molecule at a distorted geometry.

- strongest force on any atom (eV/Å) = 4.09
- charge = 0
- ΔE to the lowest compared entry with this formula, charge and spin (eV) = 2.020
- SMILES string = C[S@@](=O)(=S)I
- calculated total energy (Eh) = -1209.11884
- frontier orbital gap (hartree) = 0.267
- multiplicity = 1

The geometry in XYZ format:
```
8
Properties=species:S:1:pos:R:3:lowdin_charge:R:1
C 0.92170 -0.07304 0.21563 -0.2957
S -0.87212 -0.02321 -0.03318 -0.0622
O -1.52001 -0.55124 1.10964 -0.5185
S -1.33353 2.11443 -0.33843 0.1134
I -1.20366 -1.61620 -1.75030 0.6332
H 1.36960 -0.05898 -0.70210 0.0026
H 1.16468 0.91564 0.54880 0.0278
H 1.47333 -0.70740 0.94994 0.0993
```

---

Entry 19:
Density functional theory data (ωB97M-V/def2-TZVPD) for a single CH3IS molecule at a distorted geometry.

- strongest force on any atom (eV/Å) = 2.69
- charge = 0
- ΔE to the lowest compared entry with this formula, charge and spin (eV) = 1.020
- SMILES string = CSI
- calculated total energy (Eh) = -735.71759
- frontier orbital gap (spin up / spin down) (hartree) = 0.239 / 0.241
- multiplicity = 1

The geometry in XYZ format:
```
6
Properties=species:S:1:pos:R:3:lowdin_charge:R:1
C 0.67108 -0.00044 -0.07460 -0.5842
S -0.51782 1.21973 0.53472 0.3808
I -3.00579 -0.39431 0.15248 0.1311
H 0.10114 -0.90261 -0.48690 0.0283
H 1.27641 -0.41659 0.65127 -0.0284
H 1.47497 0.49421 -0.77697 0.0724
```

---

Entry 20:
Density functional theory data (ωB97M-V/def2-TZVPD) for a molecular structure, CH3IS at a distorted geometry.

- strongest force on any atom (eV/Å) = 3.11
- charge = 0
- ΔE to the lowest compared entry with this formula, charge and spin (eV) = 3.458
- calculated total energy (Eh) = -735.62802
- frontier orbital gap (hartree) = 0.301
- multiplicity = 1

The geometry in XYZ format:
```
6
Properties=species:S:1:pos:R:3:lowdin_charge:R:1
C 1.36933 0.44960 0.07920 -1.3257
S 0.89864 1.94835 -0.00814 0.5729
I 3.28567 -0.18292 0.00687 0.7544
H -1.51216 -0.11110 0.76823 0.0087
H -2.02878 0.21564 0.33158 0.0219
H 2.13484 2.88660 -0.36221 -0.0323
```